1.
Molecular formula: C57H127N5O9
Method: DFT, ωB97M-V with the def2-TZVPD basis set

Properties
energy above the lowest of the compared OMol25 structures with the same formula, charge and spin = 103.3 kcal per mole
LUMO energy = 0.45 eV
structure (SMILES) = CC1(C)CCCC(C)(C)N1O.CC1(C)CCCC(C)(C)N1O.CC1(C)CCCC(C)(C)N1O.CC1(C)CCCC(C)(C)N1O.CC1(C)CCCC(C)(C)N1O.CC(C)O.CC(C)O.CC(C)O.CC(C)O
orbital gap = 8.26 eV

Element x y z (Å)
C 6.32890 -2.96179 4.85939
C 5.16433 -3.78398 5.36806
C 4.98401 -3.31503 6.83827
C 4.33094 -1.93028 7.00723
C 3.08067 -1.77924 6.14479
C 3.24811 -2.21700 4.62972
N 3.96398 -3.50482 4.56134
O 3.94733 -4.07575 3.29427
C 1.77125 -2.57202 4.26303
C 3.76958 -1.09109 3.73035
C 5.40053 -5.20802 5.47681
H 6.38809 -1.94289 5.24205
H 6.30806 -2.95196 3.76963
H 7.19396 -3.57225 5.11840
H 4.42333 -3.99910 7.47528
H 5.92815 -3.17217 7.36391
H 5.04292 -1.12036 6.84846
H 4.02659 -1.81282 8.04727
H 2.87975 -0.70833 6.11510
H 2.21651 -2.22247 6.63965
H 1.45280 -3.44742 4.82904
H 1.05633 -1.77170 4.45400
H 1.62958 -2.83277 3.21421
H 3.87199 -1.42422 2.69758
H 3.05956 -0.26856 3.64423
H 4.77059 -0.74954 3.99385
H 4.51804 -5.84293 5.55553
H 5.96492 -5.51385 6.35774
H 5.90124 -5.70992 4.64887
H 3.13109 -4.57375 3.37991
C -5.91292 1.21617 6.40824
C -4.43507 1.39656 5.94544
C -3.89022 2.68356 6.72074
C -2.33407 2.67964 6.83173
C -1.75946 1.36823 7.40043
C -2.15685 0.11089 6.57280
N -3.61268 0.17179 6.24293
O -4.09113 -0.99809 5.71222
C -1.32137 0.09317 5.24319
C -1.86672 -1.08710 7.51660
C -4.52730 1.70015 4.39258
H -6.49457 2.13724 6.44596
H -6.05337 0.75789 7.38720
H -6.42324 0.58093 5.68425
H -4.16703 3.58273 6.17031
H -4.47972 2.84770 7.62276
H -2.03881 3.40283 7.59193
H -1.95688 2.95834 5.84778
H -2.03601 1.22701 8.44527
H -0.67290 1.28213 7.39295
H -1.91611 0.59593 4.48056
H -0.41947 0.69085 5.37523
H -0.97268 -0.81778 4.75668
H -0.83131 -1.14703 7.85191
H -2.41880 -1.19746 8.44995
H -2.04710 -1.96565 6.89716
H -4.52119 0.75142 3.85593
H -3.66140 2.31006 4.13505
H -5.47809 2.14076 4.09267
H -4.45871 -1.42289 6.49070
C -2.97641 7.63671 -5.89621
C -2.23440 6.34644 -5.47083
C -3.33426 5.19149 -5.49688
C -2.73808 3.78471 -5.26364
C -1.68335 3.50372 -6.35652
C -0.61999 4.62897 -6.47822
N -1.21685 6.01557 -6.45147
O -0.33940 7.09004 -6.78731
C 0.50482 4.49703 -5.41461
C 0.04891 4.41358 -7.83450
C -1.61415 6.55611 -4.07696
H -3.27278 7.52573 -6.93926
H -2.31172 8.49910 -5.84550
H -3.83902 8.05044 -5.37389
H -4.09291 5.27012 -4.71819
H -4.02188 5.16118 -6.34208
H -3.51243 3.03278 -5.41553
H -2.30137 3.64124 -4.27531
H -2.20840 3.41407 -7.30751
H -1.20474 2.55035 -6.13265
H 0.90026 5.48573 -5.18179
H 0.21493 4.07836 -4.45088
H 1.33834 3.94060 -5.84325
H 0.77580 5.09912 -8.27012
H 0.27076 3.36444 -8.02993
H -0.75565 4.65683 -8.52849
H -2.32818 6.68403 -3.26340
H -0.79439 7.27450 -4.08152
H -1.10464 5.65714 -3.73004
H 0.42174 6.95518 -6.21804
C -1.91279 0.37954 -2.52453
C -1.31549 1.09651 -1.25686
C -2.49110 1.43828 -0.32062
C -2.17920 1.93600 1.07835
C -1.21336 0.89631 1.67278
C -0.02513 0.35783 0.85842
N -0.44351 0.18383 -0.56707
O 0.58845 -0.39562 -1.38025
C 1.19723 1.23500 1.17989
C 0.25740 -1.02106 1.39303
C -0.68519 2.47623 -1.61860
H -2.36877 -0.54584 -2.17261
H -1.08142 0.16726 -3.19673
H -2.66556 0.96036 -3.05751
H -3.10655 2.13085 -0.89478
H -3.12304 0.56819 -0.14261
H -3.13218 1.94412 1.60737
H -1.68194 2.90593 1.08783
H -1.88390 0.08369 1.95232
H -0.85305 1.25455 2.63711
H 1.05543 2.27235 0.87676
H 1.38334 1.20391 2.25343
H 2.11676 0.91159 0.69208
H -0.45488 -1.67871 0.89479
H 1.22062 -1.43608 1.09628
H 0.11395 -1.14034 2.46695
H -1.39099 3.09831 -2.16902
H 0.18651 2.30127 -2.24917
H -0.24918 2.98184 -0.75699
H 0.28273 -1.26381 -1.65300
C 1.39784 -6.38055 -2.24356
C 0.77798 -5.01258 -1.77497
C 1.49063 -3.97095 -2.68473
C 0.97687 -3.88775 -4.16259
C -0.51916 -3.64219 -4.19142
C -1.37017 -4.59098 -3.24146
N -0.69218 -4.90313 -1.94690
O -1.40480 -5.73707 -1.09888
C -2.68422 -3.90019 -3.01571
C -1.58933 -6.02347 -3.97887
C 1.19261 -4.57410 -0.34709
H 2.46344 -6.26704 -2.44285
H 0.87794 -6.76532 -3.12092
H 1.17136 -7.01469 -1.38643
H 1.24188 -2.96289 -2.35306
H 2.57820 -3.92007 -2.63282
H 1.19922 -4.87102 -4.57713
H 1.36640 -3.08366 -4.78692
H -0.97657 -3.82729 -5.16334
H -0.77569 -2.58441 -4.13331
H -2.63198 -2.97142 -2.44760
H -3.06554 -3.66800 -4.01009
H -3.42114 -4.54112 -2.53171
H -1.89686 -6.81805 -3.29903
H -2.29933 -6.07538 -4.80428
H -0.66364 -6.38639 -4.42549
H 1.01622 -5.31556 0.43215
H 0.79197 -3.64325 0.05429
H 2.27147 -4.42031 -0.32445
H -1.72213 -5.07751 -0.47768
C -4.18095 -2.51743 0.58795
C -3.79708 -3.87745 1.19929
C -4.42263 -5.08161 0.51671
O -2.43187 -3.94405 1.06055
H -5.25225 -2.37989 0.44129
H -3.85086 -2.43392 -0.44750
H -3.82120 -1.66344 1.16189
H -4.09979 -4.03704 2.23417
H -4.10021 -5.06588 -0.52440
H -5.49638 -4.94212 0.64206
H -4.14713 -6.01256 1.01222
H -2.22877 -3.02156 1.23192
C 3.18248 0.01946 -6.58126
C 2.42123 0.83627 -5.49384
C 1.09538 0.13165 -5.05920
O 3.22870 0.93174 -4.35109
H 4.03496 0.58623 -6.95561
H 2.55519 -0.07632 -7.46750
H 3.55148 -0.95062 -6.24825
H 2.25725 1.82205 -5.92910
H 1.45090 -0.75386 -4.53235
H 0.50174 -0.11256 -5.94013
H 0.46503 0.72739 -4.39900
H 3.28724 0.13534 -3.81824
C -0.01958 7.20929 -1.09560
C 0.00674 5.96325 -0.18190
C 1.43975 5.58743 0.33107
O -0.83208 6.30020 0.85058
H 0.59185 7.12503 -1.99402
H 0.46728 8.02160 -0.55594
H -1.00004 7.64319 -1.29186
H -0.39696 5.14309 -0.77558
H 1.87518 6.34513 0.98254
H 2.13416 5.33001 -0.46870
H 1.34252 4.74429 1.01500
H -1.68778 6.43144 0.43566
C 5.87095 -1.06340 -2.98017
C 4.69909 -1.82090 -2.36436
C 4.88972 -2.01458 -0.87955
O 3.44426 -1.10114 -2.53601
H 6.81518 -1.60790 -2.97277
H 6.12101 -0.11187 -2.51096
H 5.60182 -0.82760 -4.00976
H 4.55143 -2.77709 -2.86633
H 5.75560 -2.64709 -0.68389
H 4.08015 -2.62486 -0.47922
H 4.97112 -1.05670 -0.36582
H 3.06117 -0.95585 -1.66782

***

2.
Molecular formula: C57H131N5O17
Method: DFT, ωB97M-V with the def2-TZVPD basis set

Properties
energy above the lowest of the compared OMol25 structures with the same formula, charge and spin = 138.1 kcal per mole
LUMO energy = 0.34 eV
structure (SMILES) = CC1(C)CCCC(C)(C)N1O.CC1(C)CCCC(C)(C)N1O.CC1(C)CCCC(C)(C)N1O.CC1(C)CCCC(C)(C)N1O.CC1(C)CCCC(C)(C)N1O.OCCO.OCCO.OCCO.OCCO.OCCO.OCCO
orbital gap = 8.44 eV

Element x y z (Å)
C 3.97938 2.04923 -4.65120
C 4.97973 2.83632 -5.61632
O 5.42614 4.06199 -5.08169
O 2.81891 2.91865 -4.43336
H 4.48217 1.88486 -3.69816
H 3.73031 1.04368 -4.99019
H 4.32413 3.08137 -6.45192
H 5.69663 2.04473 -5.83438
H 6.12285 4.36564 -5.66819
H 3.09133 3.72128 -3.98263
C 1.05743 -0.71173 -6.69146
C 0.46154 0.13869 -5.51427
O 0.95073 -0.44129 -4.35740
O 0.96046 -2.08565 -6.40413
H 2.13180 -0.53740 -6.63287
H 0.70401 -0.56198 -7.71165
H -0.61517 0.03808 -5.37763
H 0.73388 1.18599 -5.64501
H 0.90776 -1.37457 -4.57820
H 0.09133 -2.36510 -6.70096
C -5.48445 3.34594 -3.30795
C -5.11368 1.78520 -3.48560
O -3.74853 1.41227 -3.02270
O -5.89308 3.76445 -4.64420
H -4.72456 4.03380 -2.93712
H -6.28895 3.53427 -2.59703
H -5.22499 1.62932 -4.55864
H -5.71419 1.06906 -2.92468
H -3.83394 0.92798 -2.19822
H -5.13539 4.04432 -5.16303
C 0.42630 5.47972 -0.02088
C 1.85723 4.97131 -0.47445
O 2.92886 5.61728 0.11701
O -0.16964 6.17582 -1.05052
H 0.37026 6.07308 0.89174
H -0.22582 4.60654 -0.00098
H 1.87678 5.30763 -1.51108
H 1.91115 3.89694 -0.29860
H 3.11879 6.31652 -0.51275
H 0.39846 6.92921 -1.22734
C -1.95805 3.81221 -5.32078
C -1.20048 3.84513 -3.96751
O -0.28128 4.91896 -3.78816
O -3.13690 4.62049 -5.37174
H -2.19102 2.81263 -5.68775
H -1.22749 3.97846 -6.11246
H -0.64153 2.90942 -3.95647
H -1.89903 3.66808 -3.14972
H -0.63163 5.36737 -3.01499
H -3.13587 5.37231 -4.77477
C -0.64255 0.73798 0.32987
C -0.02864 0.43275 -1.05346
O 0.60509 1.57066 -1.79826
O -1.78720 0.09089 0.65230
H -0.81152 1.81338 0.38521
H 0.00703 0.61613 1.19665
H -0.80580 0.10257 -1.74274
H 0.66086 -0.40063 -0.91864
H 0.82831 1.35454 -2.70659
H -2.27403 0.45863 1.39349
C -2.95829 3.25311 1.84826
C -3.41223 3.05279 3.33397
C -4.76049 3.61965 3.72468
C -6.06927 2.86854 3.27308
C -6.05845 1.47611 3.97590
C -4.71569 0.71838 3.67456
N -3.51858 1.56195 3.67467
O -2.24366 0.95496 3.61225
C -4.61626 -0.42221 4.73419
C -4.99595 0.17839 2.25656
C -2.35561 3.76192 4.17694
H -3.70498 2.87696 1.14893
H -1.90900 3.06641 1.61971
H -3.01995 4.29561 1.53604
H -4.99863 3.76570 4.77828
H -4.84495 4.62667 3.31618
H -5.91849 2.80731 2.19529
H -6.94049 3.46441 3.54514
H -6.92968 0.99590 3.53040
H -6.28453 1.66285 5.02571
H -5.45598 -1.11716 4.73744
H -3.69289 -0.99165 4.62829
H -4.54622 -0.02427 5.74654
H -6.01476 0.08432 1.88068
H -4.71831 0.99169 1.58607
H -4.23210 -0.56723 2.03593
H -1.44462 3.20607 4.39878
H -2.61982 3.89306 5.22627
H -1.86762 4.60808 3.69323
H -2.15044 0.83101 4.55964
C 5.94180 -4.02259 -3.36614
C 5.00717 -3.80738 -2.12995
C 5.76433 -4.22875 -0.91643
C 6.66726 -3.12937 -0.31659
C 5.93364 -1.83922 -0.19107
C 5.08713 -1.30511 -1.47210
N 4.39167 -2.48163 -2.05418
O 3.65488 -2.19233 -3.23350
C 3.96080 -0.33084 -0.96261
C 6.04846 -0.55465 -2.34114
C 3.79193 -4.76774 -2.26294
H 6.63902 -4.85093 -3.24028
H 6.68128 -3.22276 -3.40529
H 5.49558 -4.00064 -4.36037
H 4.95923 -4.49648 -0.23216
H 6.37743 -5.12995 -0.91006
H 7.57313 -3.06957 -0.91985
H 6.90405 -3.29408 0.73455
H 6.58135 -1.06263 0.21571
H 5.33482 -1.90693 0.71718
H 3.13193 -0.78913 -0.42312
H 4.35899 0.46578 -0.33416
H 3.65224 0.12360 -1.90408
H 5.65439 -0.37966 -3.34224
H 6.48664 0.32837 -1.87598
H 6.87741 -1.24682 -2.48889
H 3.11914 -4.85253 -1.40956
H 4.11946 -5.78600 -2.47265
H 3.13803 -4.52122 -3.09944
H 2.74477 -2.06361 -2.95648
C 3.65181 1.41956 4.82800
C 2.91682 2.66277 4.15135
C 2.09179 3.40592 5.32679
C 2.99919 4.27696 6.16324
C 3.88125 5.21898 5.26516
C 4.62987 4.54299 3.96466
N 3.76059 3.54108 3.30252
O 4.50362 2.83390 2.37436
C 4.80553 5.78275 3.00989
C 6.06020 4.00737 4.43614
C 1.81961 2.13529 3.18150
H 4.39932 0.94362 4.19333
H 2.91987 0.73055 5.24946
H 4.29853 1.66779 5.66957
H 1.33764 4.03832 4.85835
H 1.55853 2.64964 5.90279
H 3.72438 3.72243 6.75880
H 2.45931 4.95188 6.82741
H 4.62230 5.61668 5.95855
H 3.31647 6.11851 5.02030
H 4.83620 5.45796 1.96986
H 3.85556 6.31679 2.98814
H 5.68918 6.39950 3.17387
H 6.46058 4.55450 5.28962
H 5.94046 3.02280 4.88825
H 6.70886 3.95271 3.56187
H 1.33618 2.92199 2.60227
H 1.12048 1.60548 3.82850
H 2.13897 1.34238 2.50518
H 4.17863 3.25389 1.57461
C 2.88670 -6.60077 1.40848
C 1.98400 -5.41268 1.99680
C 2.86316 -4.26186 2.31218
C 2.34633 -2.75052 2.45537
C 1.37760 -2.39438 1.25704
C 0.44952 -3.59698 0.94848
N 1.11358 -4.91235 0.91060
O 0.22577 -5.87988 0.51782
C -0.58518 -3.42521 2.04488
C -0.03132 -3.27536 -0.56438
C 1.27625 -6.07190 3.32076
H 3.55904 -6.34699 0.58894
H 2.17494 -7.38458 1.14938
H 3.64566 -6.95867 2.10418
H 3.42310 -4.47341 3.22312
H 3.67621 -4.34758 1.59127
H 3.07916 -1.95553 2.59343
H 1.75428 -2.81435 3.36834
H 2.06465 -2.24294 0.42450
H 0.81660 -1.48198 1.45928
H -0.24441 -3.71814 3.03794
H -1.13408 -2.48369 2.06330
H -1.36987 -4.16267 1.87599
H 0.71219 -2.87991 -1.25641
H -0.49196 -4.09695 -1.11293
H -0.67675 -2.40360 -0.67192
H 2.10435 -6.45919 3.91436
H 0.71217 -6.94246 2.98603
H 0.67996 -5.40828 3.94698
H 0.49087 -6.06931 -0.38520
C -8.13095 -5.10895 -1.32410
C -6.86686 -4.40336 -0.72970
C -5.76281 -5.45213 -0.51501
C -4.33962 -4.97204 -0.19160
C -3.94882 -3.89367 -1.26285
C -5.00297 -2.82442 -1.65538
N -6.34061 -3.48194 -1.79937
O -7.22388 -2.44554 -2.16191
C -4.97652 -1.59404 -0.68810
C -4.54619 -2.17697 -3.01712
C -7.09363 -3.72835 0.67436
H -8.95596 -4.39811 -1.37082
H -8.53613 -5.95570 -0.77007
H -7.97255 -5.55556 -2.30570
H -5.97508 -6.10615 0.33074
H -5.65810 -6.15084 -1.34503
H -3.72757 -5.87167 -0.25609
H -4.32432 -4.68292 0.85924
H -3.82569 -4.45193 -2.19091
H -2.97536 -3.48080 -0.99824
H -5.82884 -0.91624 -0.73521
H -4.77748 -1.90014 0.33893
H -4.17515 -0.96427 -1.07450
H -5.19286 -1.31294 -3.17000
H -3.49593 -1.89673 -3.09788
H -4.61340 -2.84854 -3.87304
H -7.83446 -2.93306 0.75668
H -6.10669 -3.34731 0.93675
H -7.16271 -4.44345 1.49410
H -7.42642 -1.96567 -1.35549

***

no.,F_max (eV Å⁻¹)
1,3.81
2,3.59